(1)
Entry from the Open Molecules 2025 dataset: a molecular structure, C32H42F2N9O5S2Ti at a distorted geometry (the ωB97M-V functional and the def2-TZVPD basis).

Last column: Mulliken charge in e.
Positions of all 93 atoms, in Å:
1 Ti 0.0098 -0.6679 0.1115  -1.235
2 C 3.4137 0.1583 2.6594  -2.671
3 C 2.4645 -0.0123 1.5106  1.342
4 N 1.1358 -0.1718 1.6641  2.372
5 N 0.5114 0.0804 2.8585  -1.702
6 C 0.6657 1.1655 3.5857  0.103
7 N 0.0597 1.0768 4.8269  -0.374
8 S 1.3416 2.6920 3.2009  -0.534
9 C 2.9443 -0.2077 0.1971  0.053
10 C 4.3056 -0.0704 -0.1682  -1.214
11 C 4.7111 -0.3804 -1.4351  -0.846
12 C 3.7525 -0.8682 -2.3525  -1.023
13 C 2.4454 -0.9508 -1.9440  -0.075
14 N 2.0022 -0.5927 -0.7337  1.350
15 H 3.8041 1.1726 2.7249  0.351
16 H 4.2435 -0.5482 2.5597  0.576
17 H 2.8981 -0.0491 3.5936  0.551
18 H -0.5948 0.3184 4.9573  0.262
19 H -0.2270 1.9626 5.2064  0.242
20 H 5.0113 0.2786 0.5742  0.509
21 H 5.7484 -0.2780 -1.7292  0.395
22 H 4.0383 -1.1825 -3.3472  0.453
23 H 1.7022 -1.3627 -2.6191  -0.259
24 O -0.9351 -0.4709 -1.7803  1.356
25 C -0.4543 0.3531 -2.8136  -1.603
26 C 0.4350 1.4010 -2.2058  0.351
27 C 1.2337 2.2180 -2.9815  -1.077
28 C 2.0308 3.1630 -2.3488  -0.690
29 C 1.9592 3.2607 -0.9693  -0.893
30 C 1.1315 2.3976 -0.2715  -0.119
31 N 0.3994 1.4532 -0.8707  1.288
32 H -1.3356 -1.2983 -2.2163  -0.222
33 H -1.2901 0.8413 -3.3354  0.761
34 H 0.1002 -0.2195 -3.5650  0.735
35 H 1.2407 2.1019 -4.0584  0.502
36 H 2.6882 3.8021 -2.9239  0.401
37 H 2.5462 3.9888 -0.4257  0.519
38 H 1.0645 2.4506 0.8105  -0.256
39 F -2.4790 -1.6403 0.5251  -0.398
40 C -1.2995 -1.7728 1.3739  0.133
41 F -1.1797 -3.1638 1.5054  -0.327
42 H -1.6579 -1.4815 2.3691  0.351
43 C -1.3907 -3.0540 -4.1163  -1.185
44 N -1.9961 -2.6730 -2.8524  0.516
45 C -3.4376 -2.5242 -2.9647  -1.259
46 C -1.6456 -3.5953 -1.7579  -1.690
47 C -0.1772 -3.6629 -1.3847  1.340
48 C 0.4828 -4.8271 -1.7982  -0.160
49 C 1.7322 -5.1633 -1.3143  -0.999
50 C 2.2886 -4.3556 -0.3328  -0.913
51 C 1.6437 -3.1897 0.0474  -0.587
52 C 0.4352 -2.7290 -0.5154  0.758
53 H -1.5703 -2.2757 -4.8616  0.277
54 H -1.7985 -4.0027 -4.4968  0.323
55 H -0.3165 -3.1733 -3.9791  0.361
56 H -3.6770 -1.7900 -3.7377  0.418
57 H -3.8305 -2.1745 -2.0084  0.203
58 H -3.9326 -3.4734 -3.2188  0.329
59 H -1.9889 -4.6091 -2.0193  0.432
60 H -2.2079 -3.2732 -0.8825  0.320
61 H -0.0215 -5.5065 -2.4826  0.352
62 H 2.2381 -6.0580 -1.6592  0.355
63 H 3.2313 -4.6315 0.1285  0.452
64 H 2.1114 -2.6001 0.8303  0.177
65 C -6.0410 -0.4094 -1.6167  -0.718
66 C -7.3479 0.3014 -1.3025  -0.887
67 S -7.0860 2.0520 -0.9542  1.287
68 O -8.3816 2.6701 -0.8140  -0.718
69 O -6.1928 2.5755 -1.9637  -0.633
70 C -6.2478 2.0565 0.6536  -0.769
71 C -4.9736 2.9139 0.6783  -1.584
72 N -3.7936 2.1188 0.9733  0.135
73 C -2.8575 1.6582 0.1071  -0.147
74 N -1.8916 0.9971 0.7228  0.704
75 C -2.1849 1.0275 2.0398  -0.205
76 C -3.3623 1.7097 2.2339  -1.277
77 N -4.0553 1.8694 3.4298  1.001
78 O -3.5144 1.4957 4.4495  -0.649
79 O -5.1825 2.3563 3.4159  -0.707
80 C -2.9381 1.8540 -1.3625  0.414
81 H -6.2298 -1.4399 -1.9162  0.569
82 H -5.3710 -0.4285 -0.7546  0.056
83 H -5.5352 0.1041 -2.4338  0.285
84 H -7.8567 -0.0977 -0.4241  0.392
85 H -8.0365 0.3039 -2.1465  0.434
86 H -6.0059 1.0159 0.8701  0.462
87 H -6.9864 2.3937 1.3752  0.528
88 H -5.0703 3.6671 1.4509  0.405
89 H -4.8362 3.4079 -0.2802  0.942
90 H -1.5575 0.5786 2.7906  0.569
91 H -3.8707 2.3238 -1.6617  0.462
92 H -2.8597 0.8761 -1.8362  -0.689
93 H -2.0999 2.4651 -1.7005  0.080

Values from the calculation:
Spin multiplicity: 3
Expectation value of S²: 2.019
Total charge: -1
HOMO-LUMO gap (spin up / spin down), eV: 4.317 / 5.941
Relative energy (zero: lowest compared OMol25 entry of this formula, charge and spin), eV: 0.906

(2)
Entry from the Open Molecules 2025 dataset: C5H9NO in the gas phase (the ωB97M-V functional and the def2-TZVPD basis).

Last column: Mulliken charge in e.
Positions of all 16 atoms, in Å:
1 C -1.2766 -0.2944 1.1655  -1.311
2 C -1.1972 0.1424 -0.2861  0.234
3 N -0.8029 1.5309 -0.5467  -0.718
4 C 0.0747 0.4423 -0.9821  0.114
5 C 1.3875 0.3161 -0.2441  -0.817
6 C 1.6937 -1.1058 0.1575  -0.086
7 O 1.3370 -2.0754 -0.4754  -0.488
8 H -1.3275 0.5798 1.8238  0.320
9 H -2.1663 -0.9084 1.3412  0.331
10 H -0.4124 -0.8977 1.4689  0.253
11 H -1.9707 -0.2767 -0.9268  0.439
12 H -1.3266 1.9325 -1.3213  0.244
13 H 0.1141 0.2119 -2.0460  0.411
14 H 1.3686 0.9616 0.6388  0.337
15 H 2.2269 0.6729 -0.8606  0.355
16 H 2.2777 -1.2318 1.0936  0.383

Values from the calculation:
Spin multiplicity: 1
Total charge: 0
HOMO-LUMO gap, eV: 10.795
Structure (SMILES): C[C@H]1N[C@H]1CC=O
Relative energy (zero: lowest compared OMol25 entry of this formula, charge and spin), eV: 2.097